Entry 1:
Computed, not measured: the molecule C6H8S, with ωB97M-V/def2-TZVPD.

## Properties
Highest occupied orbital energy   -7.8 eV
Orbital gap   8.699 eV
Energy relative to the best compared isomer or geometry (same formula, charge and spin)   306.2 kJ/mol
LUMO energy   0.90 eV

Cartesian coordinates (Å):
C  -0.0939  1.0304  2.1054
C  0.2373  0.6296  0.7353
C  -0.6058  0.4325  -0.3183
C  -1.4225  -0.5852  -0.8563
C  -0.0730  -0.2017  -1.5240
C  1.1793  -0.8236  -1.0758
S  1.8913  0.3390  0.1589
H  -0.6121  1.9970  1.9365
H  0.6807  1.0383  2.8719
H  -0.7698  0.1402  2.4819
H  -1.2495  -1.4745  -0.3341
H  -2.4220  -0.4205  -1.1905
H  -0.0503  0.3921  -2.4639
H  1.3092  -1.8439  -0.7154
H  2.0012  -0.6497  -1.8115

Entry 2:
Computed, not measured: a structure of composition C14H34EuN13Si, with ωB97M-V/def2-TZVPD.

## Properties
Highest occupied orbital energy (alpha / beta)   -11.4 / -13.8 eV
Orbital gap (alpha / beta)   6.734 / 4.918 eV
⟨S²⟩   12.013
Total charge   +2
Energy relative to the best compared isomer or geometry (same formula, charge and spin)   616.0 kJ/mol
LUMO energy (alpha / beta)   -4.70 / -8.92 eV
2S+1   7

Cartesian coordinates (Å):
Eu  0.0211  -0.4578  -0.2977
N  1.9512  1.2587  -0.4555
C  2.4351  1.5630  0.9059
C  1.3201  2.1788  1.7629
N  0.0760  1.3793  1.7802
C  -1.1007  2.2733  1.7214
C  -1.3616  2.8585  0.3353
N  -1.5739  1.7752  -0.6328
C  -0.0393  0.6053  3.0366
C  1.0450  -0.4522  3.2230
N  0.9584  -1.4601  2.1517
H  2.7452  0.9004  -0.9910
H  1.6972  2.1442  -0.9032
H  3.2647  2.2830  0.8936
H  2.8025  0.6277  1.3389
H  1.1013  3.1711  1.3612
H  1.7048  2.3297  2.7787
H  -1.0026  3.0967  2.4421
H  -1.9849  1.6899  1.9941
H  -0.5272  3.4700  -0.0143
H  -2.2388  3.5118  0.4212
H  -1.6402  2.1786  -1.5654
H  -2.4807  1.3450  -0.4299
H  -1.0042  0.0850  3.0224
H  -0.0223  1.2849  3.9007
H  0.9047  -0.8906  4.2179
H  2.0382  -0.0009  3.2033
H  0.1598  -2.0671  2.3564
H  1.7816  -2.0579  2.2139
C  -6.0069  -1.6518  1.3286
Si  -4.5975  -2.9285  1.2255
C  -4.2053  -3.6279  2.9503
C  -4.9957  -4.2926  -0.0413
C  -3.0604  -2.0452  0.6202
C  -2.0275  -1.5078  0.2568
H  -6.9383  -2.1196  1.6306
H  -6.1852  -1.1690  0.3728
H  -5.7868  -0.8786  2.0580
H  -5.0380  -4.2028  3.3416
H  -4.0041  -2.8328  3.6613
H  -3.3422  -4.2849  2.9309
H  -5.8830  -4.8502  0.2418
H  -4.1795  -5.0036  -0.1270
H  -5.1760  -3.8759  -1.0282
N  0.9422  -4.1272  -3.2491
N  1.5052  -3.5650  -2.1823
N  2.4926  -4.1160  -1.5444
C  2.6978  -3.2800  -0.5402
N  1.8538  -2.2517  -0.5830
N  1.0887  -2.4518  -1.6429
H  1.5094  -4.8511  -3.6688
H  0.4609  -3.4903  -3.8687
H  3.4659  -3.4255  0.1893
N  -3.8146  0.1756  -4.2830
C  -2.7793  0.1212  -5.1393
N  -3.0247  0.1211  -6.4481
N  -1.5266  0.0825  -4.7521
C  -0.9840  0.0498  -3.6155
N  -0.3211  0.0080  -2.6536
H  -4.7592  0.1130  -4.6259
H  -3.6763  0.0144  -3.2984
H  -3.9657  0.1717  -6.8046
H  -2.2543  0.1655  -7.0958

Entry 3:
Computed, not measured: a structure of composition C9H21BrIN3O7P, with ωB97M-V/def2-TZVPD.

## Properties
Highest occupied orbital energy   -12.7 eV
Orbital gap   8.654 eV
Total charge   +1
LUMO energy   -4.09 eV

Cartesian coordinates (Å):
N  5.3205  2.7523  -1.5224
C  4.1941  1.8998  -1.4226
N  3.1134  2.2290  -0.6505
P  1.5035  2.7163  -1.3286
O  0.6561  1.3785  -1.1518
Br  1.8260  2.5647  -3.5021
N  4.2841  0.7824  -2.0788
I  2.9256  -0.7918  -2.1038
H  5.6820  3.0146  -0.6121
H  5.1113  3.5822  -2.0680
H  3.3732  3.0588  -0.1258
H  0.4392  1.2328  -0.2201
H  5.1406  0.6740  -2.6064
C  0.6840  -7.4527  1.1544
C  -0.1555  -7.1883  -0.0735
O  -0.2365  -5.7753  -0.3761
C  0.8194  -5.2580  -0.9622
O  1.8303  -5.8108  -1.2993
O  0.5856  -3.9356  -1.1474
C  1.6812  -3.2645  -1.7298
H  0.3110  -6.8770  2.0017
H  0.6454  -8.5111  1.4071
H  1.7243  -7.1775  0.9872
H  -1.1864  -7.4898  0.0897
H  0.2201  -7.7216  -0.9449
H  2.0011  -3.7257  -2.6627
H  2.5115  -3.2392  -1.0273
H  1.3026  -2.2378  -1.9430
C  -5.2878  3.7385  3.5032
C  -4.4241  4.9338  3.1717
O  -3.1935  4.5468  2.5245
C  -3.2997  4.2398  1.2414
O  -4.2911  4.2742  0.5650
O  -2.0829  3.8801  0.7989
C  -2.0601  3.4688  -0.5664
H  -4.7266  3.0170  4.0977
H  -6.1599  4.0570  4.0725
H  -5.6313  3.2401  2.5982
H  -4.1076  5.4440  4.0780
H  -4.9517  5.6511  2.5455
H  -2.5023  4.2182  -1.2179
H  -2.5828  2.5207  -0.6914
H  -1.0062  3.3409  -0.8015

Entry 4:
Computed, not measured: a cluster of 2 separate species, C3H5BrN2 in total, with ωB97M-V/def2-TZVPD.

## Properties
Highest occupied orbital energy   -8.2 eV
Orbital gap   9.119 eV
Energy relative to the best compared isomer or geometry (same formula, charge and spin)   71.4 kJ/mol
LUMO energy   0.90 eV

Cartesian coordinates (Å):
N  -1.1147  -0.7067  -0.0914
C  0.1426  -1.1509  -0.0619
C  1.1951  -0.3613  -0.3444
Br  3.0550  -0.9246  -0.0380
H  -1.2423  0.1928  -0.3532
H  -1.8674  -1.2449  -0.3641
H  0.1095  -2.2432  0.0997
H  1.1995  0.7053  -0.4888
C  0.8817  2.5296  0.3394
N  -0.0508  2.6609  -0.2725
H  1.8816  2.3523  0.8596

Entry 5:
Computed, not measured: the molecule C6H10N2O, with ωB97M-V/def2-TZVPD.

## Properties
Highest occupied orbital energy   -8.3 eV
Orbital gap   9.013 eV
Energy relative to the best compared isomer or geometry (same formula, charge and spin)   303.3 kJ/mol
LUMO energy   0.71 eV

Cartesian coordinates (Å):
H  -3.0566  -0.7698  1.4971
N  -2.2822  -0.1077  1.4144
C  -1.8895  -0.0209  0.1940
N  -1.0674  1.0042  -0.2705
C  -0.0480  1.5984  0.6006
C  0.8903  0.7075  -0.1124
C  1.9554  1.0194  -0.8668
C  0.8490  -0.8507  0.5264
C  0.5893  -1.9721  -0.4517
O  1.3146  -1.0452  1.6367
H  -2.4052  -0.5312  -0.6330
H  -1.2524  1.4415  -1.1685
H  0.0831  2.6554  0.3593
H  -0.1741  1.3527  1.6567
H  2.3918  2.0108  -0.8820
H  2.5061  0.2744  -1.4321
H  0.0141  -1.6262  -1.3126
H  0.0408  -2.7699  0.0561
H  1.5411  -2.3706  -0.8119

Entry 6:
Computed, not measured: a structure of composition C32H55NP2SiYb, with ωB97M-V/def2-TZVPD.

## Properties
Highest occupied orbital energy (alpha / beta)   -9.9 / -9.9 eV
Orbital gap (alpha / beta)   7.368 / 7.339 eV
⟨S²⟩   0.751
Total charge   +1
LUMO energy (alpha / beta)   -2.51 / -2.55 eV
2S+1   2

Cartesian coordinates (Å):
Yb  -0.1891  -0.4441  1.7955
C  -0.9484  -2.9125  2.3144
C  0.3479  -3.2143  1.8394
C  0.5713  -1.7369  3.5837
C  -0.8264  -2.0041  3.4027
C  1.2852  -2.4568  2.5844
C  -2.2234  -3.5072  1.8297
H  -2.1186  -3.8868  0.8038
H  -3.0312  -2.7640  1.8346
H  -2.5481  -4.3522  2.4679
C  -1.9255  -1.2230  4.0139
H  -2.8823  -1.4048  3.5030
H  -1.7400  -0.1263  3.9881
H  -2.0450  -1.4737  5.0813
C  1.1119  -0.6783  4.4586
H  1.2506  -0.9936  5.5027
H  0.4461  0.2013  4.4711
H  2.0861  -0.3340  4.0952
C  2.7598  -2.4792  2.4005
H  3.2508  -3.1400  3.1389
H  3.2063  -1.4842  2.5200
H  3.0295  -2.8407  1.3972
C  0.6816  -4.2625  0.8354
H  0.9183  -5.2316  1.3184
H  1.5572  -3.9749  0.2374
H  -0.1608  -4.4372  0.1528
C  -1.8150  0.4480  -5.5674
C  -1.8980  -0.8832  -5.5608
C  -1.0867  -1.8554  -6.3648
C  0.2606  -1.3315  -6.9096
C  1.1890  -0.8550  -5.8328
C  1.2671  0.3505  -5.2661
C  0.4621  1.5708  -5.6033
C  -0.8741  1.3240  -6.3373
H  -1.6723  -2.2434  -7.2169
H  0.0942  -0.6067  -7.7164
H  -0.8777  -2.7344  -5.7310
H  -0.6939  0.9982  -7.3696
H  -2.5490  1.0360  -4.9926
H  -2.7162  -1.3638  -5.0041
H  -1.3653  2.3120  -6.4155
H  0.2404  2.1055  -4.6636
H  2.0755  0.5504  -4.5465
H  1.0581  2.2752  -6.2100
H  0.7551  -2.2006  -7.3825
H  1.9142  -1.6331  -5.5424
P  -1.3561  -0.7734  -0.8255
C  -2.9244  0.1379  -0.8124
C  -1.5667  -2.1370  -1.9939
P  1.4788  -0.1768  -0.5440
C  -0.0215  0.3607  -1.5943
C  2.4459  -1.3231  -1.5508
C  2.5202  1.2909  -0.3401
H  -2.9321  0.9158  -0.0428
H  -3.7411  -0.5389  -0.5325
H  -3.1596  0.6097  -1.7675
H  -1.6921  -1.8333  -3.0341
H  -2.4275  -2.7401  -1.6908
H  -0.7069  -2.8056  -1.9252
H  2.8134  1.8252  -1.2413
H  3.4253  1.0025  0.2039
H  2.0207  1.9951  0.3299
H  -0.2515  1.4194  -1.3848
H  0.1291  0.2340  -2.6835
H  3.3924  -1.5382  -1.0445
H  2.6481  -0.9327  -2.5468
H  1.9311  -2.2820  -1.6379
C  -3.1843  1.8836  2.2521
Si  -1.4205  2.4916  2.6878
C  -1.3229  4.0345  1.6654
C  -1.6599  2.6502  4.5441
N  0.1197  1.6813  2.4239
C  1.3217  2.2144  2.8770
C  2.5804  1.5503  2.7522
C  3.7546  2.1523  3.2147
C  3.6727  3.3967  3.8710
C  2.4392  4.0462  4.0369
C  1.2863  3.4622  3.5256
H  -3.8334  2.4289  2.9650
H  -3.4101  0.8132  2.3752
H  -3.4926  2.2018  1.2456
H  -2.1757  4.6693  1.9390
H  -0.3832  4.5694  1.8379
H  -1.3835  3.7700  0.5997
H  -2.0553  1.7271  4.9962
H  -0.7382  2.9267  5.0686
H  -2.4061  3.4496  4.6647
H  2.6353  0.5771  2.2613
H  4.7220  1.6553  3.0590
H  4.5945  3.8691  4.2510
H  2.3491  5.0058  4.5561
H  0.3330  3.9612  3.6519

Number 1: F_max 3.90 eV/A. Number 2: F_max 7.26 eV/A. Number 3: F_max 1.51 eV/A. Number 4: F_max 5.35 eV/A. Number 5: F_max 4.96 eV/A. Number 6: F_max 2.62 eV/A.